(1)
{
  "formula": "C29H25N6O2Os",
  "method": "ωB97M-V/def2-TZVPD",
  "elements": ["Os", "C", "C", "C", "C", "C", "C", "N", "C", "C", "C", "C", "C", "C", "N", "N", "C", "C", "C", "C", "C", "N", "H", "H", "H", "H", "H", "H", "H", "H", "H", "H", "H", "H", "H", "O", "C", "C", "C", "C", "N", "C", "C", "C", "C", "C", "C", "O", "C", "C", "N", "H", "H", "H", "H", "H", "H", "H", "H", "H", "H", "H", "H"],
  "positions_angstrom": [[-0.461, 0.584, -0.655], [-2.281, 3.453, 3.513], [-1.215, 2.559, 3.563], [-1.079, 1.592, 2.586], [-2.036, 1.518, 1.568], [-3.122, 2.404, 1.523], [-3.230, 3.378, 2.495], [-1.886, 0.525, 0.570], [-3.054, -0.169, 0.142], [-4.095, -0.548, 0.975], [-5.168, -1.220, 0.405], [-5.226, -1.481, -0.965], [-4.201, -1.086, -1.810], [-3.118, -0.442, -1.231], [-1.983, 0.071, -1.887], [-1.910, 0.151, -3.131], [-0.722, 0.767, -3.536], [-0.511, 1.024, -4.872], [0.636, 1.724, -5.235], [1.513, 2.144, -4.248], [1.241, 1.849, -2.922], [0.151, 1.157, -2.560], [-2.382, 4.207, 4.282], [-0.506, 2.608, 4.379], [-0.283, 0.860, 2.630], [-3.852, 2.335, 0.726], [-4.053, 4.079, 2.467], [-4.060, -0.338, 2.036], [-5.985, -1.542, 1.039], [-6.089, -1.988, -1.375], [-4.241, -1.257, -2.877], [-1.246, 0.697, -5.595], [0.834, 1.945, -6.276], [2.411, 2.692, -4.496], [1.914, 2.145, -2.129], [3.175, -5.007, 0.724], [1.999, -5.159, -0.021], [1.386, -3.805, -0.208], [0.196, -3.637, -0.911], [-0.332, -2.379, -1.061], [0.260, -1.283, -0.543], [1.430, -1.428, 0.144], [1.999, -2.669, 0.317], [2.033, -0.184, 0.661], [3.224, -0.133, 1.355], [3.718, 1.098, 1.783], [5.010, 1.178, 2.539], [5.526, -0.119, 2.662], [2.981, 2.245, 1.485], [1.801, 2.126, 0.790], [1.327, 0.934, 0.387], [3.601, -5.862, 0.854], [1.263, -5.801, 0.480], [2.182, -5.592, -1.013], [-0.326, -4.480, -1.347], [-1.255, -2.237, -1.603], [2.926, -2.792, 0.858], [3.798, -1.020, 1.578], [4.806, 1.641, 3.513], [5.687, 1.850, 1.998], [6.359, -0.102, 3.146], [3.321, 3.226, 1.790], [1.198, 2.994, 0.551]],
  "largest_force_ev_per_a": 0.38,
  "e_tot_ev": -45956.34379,
  "spin_multiplicity": 1,
  "lumo_ev": [-10.95, -10.95],
  "total_charge": 3,
  "homo_energy_ev": [-17.2, -17.2]
}

(2)
{
  "formula": "C29H25NO2",
  "method": "ωB97M-V/def2-TZVPD",
  "elements": ["C", "C", "C", "C", "C", "C", "C", "C", "C", "C", "C", "C", "C", "C", "C", "C", "C", "C", "C", "C", "C", "C", "C", "C", "C", "C", "C", "N", "O", "O", "C", "C", "H", "H", "H", "H", "H", "H", "H", "H", "H", "H", "H", "H", "H", "H", "H", "H", "H", "H", "H", "H", "H", "H", "H", "H", "H"],
  "positions_angstrom": [[-4.424, 1.506, 3.073], [-2.980, 1.211, 2.788], [-2.041, 2.241, 2.571], [-0.712, 1.929, 2.270], [-0.261, 0.591, 2.084], [1.103, 0.332, 1.630], [1.836, 0.021, -0.050], [0.934, -0.944, -0.589], [-0.206, -0.715, -1.363], [-1.067, -1.857, -1.774], [-0.505, -3.115, -2.085], [-1.334, -4.183, -2.438], [-2.725, -4.025, -2.497], [-3.293, -2.773, -2.198], [-2.473, -1.699, -1.851], [-0.548, 0.632, -1.866], [-0.259, 1.764, -1.091], [-0.662, 3.032, -1.462], [-1.271, 3.221, -2.718], [-1.520, 2.106, -3.544], [-1.171, 0.833, -3.116], [3.270, -0.292, 0.079], [4.265, 0.725, 0.075], [5.567, 0.474, 0.494], [5.923, -0.846, 0.867], [4.990, -1.894, 0.769], [3.687, -1.618, 0.300], [1.970, 1.424, 2.097], [2.967, 1.201, 2.786], [1.763, 2.572, 1.568], [-1.181, -0.438, 2.421], [-2.506, -0.119, 2.735], [-4.913, 0.598, 3.442], [-4.561, 2.278, 3.834], [-5.006, 1.832, 2.191], [-2.306, 3.280, 2.647], [0.002, 2.751, 2.241], [1.485, -0.644, 1.959], [1.745, 1.056, -0.377], [1.114, -1.993, -0.323], [0.575, -3.232, -2.080], [-0.890, -5.146, -2.666], [-3.377, -4.861, -2.785], [-4.367, -2.635, -2.238], [-2.915, -0.723, -1.606], [0.276, 1.627, -0.124], [-0.512, 3.862, -0.779], [-1.544, 4.227, -3.050], [-2.011, 2.249, -4.512], [-1.393, -0.032, -3.767], [4.022, 1.724, -0.332], [6.291, 1.263, 0.539], [6.931, -1.048, 1.252], [5.246, -2.905, 1.032], [3.009, -2.448, 0.068], [-0.811, -1.465, 2.514], [-3.228, -0.913, 2.958]],
  "smiles": "Cc1ccc([C@@H]([C@H](C=C(c2ccccc2)c2ccccc2)c2ccccc2)[N+](=O)[O-])cc1",
  "largest_force_ev_per_a": 3.81,
  "e_tot_ev": -36059.15280,
  "spin_multiplicity": 1,
  "lumo_ev": -0.45,
  "homo_energy_ev": -8.0
}

(3)
{
  "formula": "C29H26AsCl2O2Sn",
  "method": "ωB97M-V/def2-TZVPD",
  "elements": ["Sn", "C", "C", "C", "C", "C", "C", "C", "C", "C", "H", "H", "H", "H", "H", "H", "H", "H", "H", "H", "H", "H", "Cl", "C", "Cl", "C", "O", "O", "H", "C", "C", "C", "C", "C", "C", "As", "C", "C", "C", "C", "C", "C", "C", "C", "C", "C", "C", "C", "H", "H", "H", "H", "H", "H", "H", "H", "H", "H", "H", "H", "H"],
  "positions_angstrom": [[-0.070, -0.228, 0.680], [3.607, -0.174, 1.682], [3.016, -0.435, 0.348], [2.585, -1.771, 0.010], [2.050, -2.070, -1.245], [1.652, -3.473, -1.598], [1.961, -1.035, -2.172], [2.397, 0.294, -1.879], [2.383, 1.328, -2.945], [2.883, 0.579, -0.607], [4.674, -0.437, 1.662], [3.152, -0.800, 2.453], [3.539, 0.877, 1.961], [2.789, -2.578, 0.707], [2.543, -4.058, -1.838], [1.000, -3.494, -2.469], [1.161, -3.969, -0.760], [1.614, -1.258, -3.175], [3.325, 1.269, -3.505], [2.321, 2.336, -2.539], [1.581, 1.162, -3.664], [3.266, 1.569, -0.389], [-3.492, 2.696, 3.090], [-1.962, 1.994, 3.631], [-0.762, 3.217, 4.051], [-1.408, 1.156, 2.487], [-1.277, -0.087, 2.646], [-1.081, 1.701, 1.399], [-2.151, 1.377, 4.502], [-3.105, -2.694, -5.246], [-3.505, -1.373, -5.100], [-3.270, -0.696, -3.911], [-2.671, -1.379, -2.860], [-2.245, -2.696, -3.004], [-2.485, -3.361, -4.195], [-2.501, -0.554, -1.091], [-3.842, -1.541, -0.073], [-3.757, -2.804, 0.449], [-4.881, -3.361, 1.083], [-6.074, -2.640, 1.197], [-6.160, -1.360, 0.702], [-5.040, -0.777, 0.067], [-4.995, 0.546, -0.472], [-6.054, 1.480, -0.422], [-5.882, 2.737, -0.956], [-4.662, 3.093, -1.538], [-3.596, 2.177, -1.604], [-3.767, 0.916, -1.099], [-3.249, -3.199, -6.191], [-3.995, -0.856, -5.914], [-3.577, 0.337, -3.811], [-1.750, -3.211, -2.187], [-2.177, -4.392, -4.306], [-2.845, -3.383, 0.373], [-4.819, -4.363, 1.489], [-6.929, -3.086, 1.687], [-7.081, -0.804, 0.801], [-6.999, 1.213, 0.031], [-6.692, 3.452, -0.918], [-4.532, 4.088, -1.944], [-2.658, 2.480, -2.050]],
  "largest_force_ev_per_a": 2.07,
  "e_tot_ev": -126276.54339,
  "spin_multiplicity": 1,
  "lumo_ev": [-12.72, -11.90],
  "total_charge": 3,
  "homo_energy_ev": [-17.1, -17.1]
}

(4)
{
  "formula": "C29H26AuFIN3O11S2",
  "method": "ωB97M-V/def2-TZVPD",
  "elements": ["Au", "C", "C", "N", "C", "C", "C", "O", "O", "C", "O", "C", "C", "C", "F", "C", "C", "C", "N", "C", "C", "N", "C", "C", "H", "H", "H", "H", "H", "H", "H", "H", "H", "H", "H", "H", "H", "H", "H", "H", "H", "H", "O", "S", "O", "O", "C", "C", "C", "C", "C", "C", "S", "O", "O", "O", "H", "H", "H", "H", "I", "C", "C", "C", "C", "C", "C", "C", "O", "O", "H", "H", "H", "H"],
  "positions_angstrom": [[0.938, 3.361, 0.169], [-1.026, -3.046, 3.454], [-2.119, -1.982, 3.449], [-1.840, -0.918, 2.478], [-1.107, 0.139, 2.882], [-0.720, 1.180, 2.101], [0.115, 2.234, 2.806], [0.245, 2.126, 4.009], [0.666, 3.195, 2.128], [-1.142, 1.209, 0.739], [-0.910, 2.106, -0.087], [-1.899, 0.041, 0.290], [-2.294, -0.018, -1.051], [-2.923, -1.125, -1.523], [-3.311, -1.171, -2.814], [-3.170, -2.237, -0.704], [-2.849, -2.143, 0.635], [-2.218, -1.008, 1.151], [-3.678, -3.420, -1.249], [-3.239, -3.892, -2.560], [-2.770, -5.354, -2.435], [-2.279, -5.523, -1.027], [-3.432, -5.553, -0.069], [-4.383, -4.394, -0.459], [-1.250, -3.818, 4.193], [-0.069, -2.591, 3.716], [-0.922, -3.514, 2.472], [-2.181, -1.518, 4.430], [-3.094, -2.413, 3.235], [-0.808, 0.159, 3.923], [-2.081, 0.826, -1.697], [-3.042, -2.993, 1.281], [-2.400, -3.287, -2.889], [-4.023, -3.810, -3.314], [-1.963, -5.560, -3.132], [-3.572, -6.069, -2.602], [-1.703, -4.700, -0.812], [-1.683, -6.340, -0.918], [-3.033, -5.450, 0.939], [-3.928, -6.517, -0.152], [-4.798, -3.935, 0.433], [-5.219, -4.785, -1.044], [3.270, 2.455, -2.611], [2.503, 3.681, -2.624], [2.187, 4.175, -3.928], [1.200, 3.493, -1.815], [3.457, 4.927, -1.767], [4.832, 4.703, -1.748], [5.660, 5.634, -1.149], [5.128, 6.768, -0.550], [3.759, 6.992, -0.555], [2.916, 6.080, -1.184], [1.144, 6.483, -1.124], [1.069, 7.865, -0.718], [0.567, 6.183, -2.401], [0.640, 5.609, -0.008], [5.219, 3.787, -2.175], [6.730, 5.462, -1.135], [5.784, 7.490, -0.075], [3.322, 7.871, -0.103], [0.651, -4.101, 0.176], [1.390, -2.117, 0.326], [2.141, -1.787, 1.443], [2.759, -0.542, 1.470], [2.612, 0.356, 0.415], [1.814, 0.009, -0.675], [1.201, -1.243, -0.731], [3.484, 1.623, 0.445], [4.671, 1.421, 0.600], [2.980, 2.836, 0.378], [2.284, -2.492, 2.252], [3.395, -0.276, 2.307], [1.725, 0.686, -1.512], [0.619, -1.525, -1.598]],
  "largest_force_ev_per_a": 1.61,
  "e_tot_ev": -93664.37057,
  "spin_multiplicity": 1,
  "lumo_ev": -1.89,
  "homo_energy_ev": -8.0
}

Energy relative to the best compared isomer or geometry (same formula, charge and spin), respectively: 0.0000 3.6022 0.2853 3.6632 eV.